No. 1
An isolated molecule of C3H5NO2 at a distorted geometry. Source: the Open Molecules 2025 dataset; level of theory: ωB97M-V/def2-TZVPD.

Structure (ORCA input):
```
! wB97M-V def2-TZVPD RIJCOSX def2/J DEFGRID3
* xyz 0 1
N 0.95 0.15 1.73
C 0.03 -0.37 0.86
O -0.71 -1.28 1.19
C 0.08 0.16 -0.59
C -0.76 -0.57 -1.58
O -1.19 0.14 -2.46
H 1.40 1.03 1.52
H 0.83 -0.08 2.70
H 1.11 0.27 -0.93
H -0.40 1.09 -1.06
H -1.04 -1.63 -1.51
*
```

Computed properties:
**E_LUMO**: 0.8 eV
**HOMO level**: -10.0 eV
**Energy above the lowest of the compared OMol25 structures with the same formula, charge and spin**: 125.1 kJ/mol
**Orbital gap**: 10.806 eV
**Structure (SMILES)**: NC(=O)CC=O

How positive or negative is each atom? The Mulliken charges in e answer that: -0.4060 0.5418 -0.5942 -0.5055 -0.0023 -0.4881 0.2166 0.2620 0.3270 0.2845 0.3641

No. 2
A structure of composition C3H5NO2. Source: the Open Molecules 2025 dataset; level of theory: ωB97M-V/def2-TZVPD.

Structure (ORCA input):
```
! wB97M-V def2-TZVPD RIJCOSX def2/J DEFGRID3
* xyz 0 1
O -0.46 -1.22 -1.37
C 0.37 -0.53 -0.47
C 0.57 1.00 -0.59
N 0.05 1.17 0.80
C -0.18 -0.09 0.86
O -0.75 -0.80 1.83
H -1.36 -0.90 -1.27
H 1.30 -1.10 -0.40
H 1.61 1.35 -0.71
H -0.07 1.48 -1.34
H -1.02 -0.17 2.52
*
```

Computed properties:
**E_LUMO**: 0.7 eV
**HOMO level**: -10.2 eV
**Energy above the lowest of the compared OMol25 structures with the same formula, charge and spin**: 187.3 kJ/mol
**Orbital gap**: 10.886 eV

How positive or negative is each atom? The Mulliken charges in e answer that: -0.5373 0.0945 -0.3391 -0.6043 0.3897 -0.4975 0.3328 0.3194 0.2474 0.2238 0.3707

No. 3
An isolated molecule of C3H5NO2 at a distorted geometry. Source: the Open Molecules 2025 dataset; level of theory: ωB97M-V/def2-TZVPD.

Structure (ORCA input):
```
! wB97M-V def2-TZVPD RIJCOSX def2/J DEFGRID3
* xyz 0 1
N 1.57 -1.96 1.04
C 0.99 -0.98 0.91
C 0.26 0.31 0.69
O -0.96 0.32 1.36
C 0.05 0.55 -0.81
O -1.10 -0.15 -1.24
H 0.89 1.10 1.12
H -1.60 -0.02 0.70
H 0.94 0.27 -1.39
H -0.16 1.62 -0.97
H -0.87 -1.07 -1.41
*
```

Computed properties:
**E_LUMO**: 0.6 eV
**HOMO level**: -11.3 eV
**Energy above the lowest of the compared OMol25 structures with the same formula, charge and spin**: 140.6 kJ/mol
**Orbital gap**: 11.908 eV
**Structure (SMILES)**: N#C[C@H](O)CO

How positive or negative is each atom? The Mulliken charges in e answer that: -0.3966 0.0841 0.2606 -0.5207 -0.4940 -0.5708 0.2579 0.4102 0.3528 0.2984 0.3181